The following is a DFT calculation (wB97M-V/def2-TZVPD) of a structure of composition C37H39BrO2P2ScSi.

Element x y z (Å)
Sc (0.51819, 1.39033, 0.74010)
C (0.92661, -2.50723, 1.47119)
C (2.09609, -1.71854, 0.85962)
P (1.78572, -0.64035, -0.61880)
C (1.73245, -1.67120, -2.10349)
C (2.29944, -2.93739, -2.15053)
C (2.24968, -3.67163, -3.32861)
C (1.63537, -3.14607, -4.45690)
C (1.06427, -1.88027, -4.41024)
C (1.10613, -1.14866, -3.23434)
C (3.40107, 0.22150, -0.71819)
C (4.22387, 0.18605, -1.83948)
C (5.40009, 0.92653, -1.86212)
C (5.75957, 1.71036, -0.77593)
C (4.94349, 1.75503, 0.34611)
C (3.77408, 1.01359, 0.37013)
C (-0.38853, -1.70433, 1.56290)
P (-1.11243, -1.74908, -0.14757)
C (-2.55686, -2.85759, 0.02802)
C (-3.61688, -2.57475, 0.89053)
C (-4.68058, -3.45597, 0.99706)
C (-4.69349, -4.62435, 0.24199)
C (-3.64490, -4.91166, -0.61738)
C (-2.57695, -4.02766, -0.72683)
C (-1.97676, -0.15998, -0.49653)
C (-2.17643, 0.84701, 0.37724)
C (-2.95451, 2.13001, 0.19818)
C (-2.75473, 2.24192, -2.30922)
C (-2.72320, 0.79687, -2.71774)
C (-2.40039, -0.21269, -1.90931)
H (1.23759, -2.81309, 2.47167)
H (0.74337, -3.42297, 0.90495)
H (2.94327, -2.36620, 0.63877)
H (2.44525, -1.01198, 1.61737)
H (2.78907, -3.36341, -1.28359)
H (2.69593, -4.65722, -3.36146)
H (1.60275, -3.72365, -5.37172)
H (0.58482, -1.46740, -5.28925)
H (0.65131, -0.16470, -3.19245)
H (3.95542, -0.41636, -2.69759)
H (6.03747, 0.88770, -2.73635)
H (6.67386, 2.29025, -0.79987)
H (5.21549, 2.36340, 1.19948)
H (3.16580, 1.04144, 1.27548)
H (-0.17102, -0.70094, 1.95821)
H (-1.09023, -2.16321, 2.25618)
H (-3.61134, -1.66214, 1.47812)
H (-5.50161, -3.23508, 1.66763)
H (-5.52679, -5.31072, 0.32648)
H (-3.65656, -5.82242, -1.20250)
H (-1.75418, -4.24394, -1.39925)
H (-1.92429, 0.65241, 1.42787)
H (-3.66356, 2.19728, 1.02449)
H (-3.12834, 2.83436, -3.14862)
H (-3.00641, 0.55847, -3.73822)
H (-2.41235, -1.21251, -2.33375)
C (1.98245, 2.95612, 3.86298)
Si (1.20984, 1.30514, 3.38246)
C (2.37733, -0.04255, 4.01018)
C (-0.33904, 1.03915, 4.44544)
H (1.95921, 3.07545, 4.95093)
H (1.46090, 3.80671, 3.41658)
H (3.02639, 3.00662, 3.54073)
H (2.51262, 0.10609, 5.08669)
H (3.36892, -0.01383, 3.54613)
H (1.96045, -1.04496, 3.86743)
H (-0.06298, 1.18220, 5.49615)
H (-0.71258, 0.01404, 4.34619)
H (-1.16250, 1.72157, 4.22486)
Br (-1.29744, 3.65380, 1.99807)
C (-2.09867, 3.41207, 0.23009)
C (-3.10030, 4.47962, -0.15155)
C (-4.01963, 3.90861, -0.91713)
C (-3.71401, 2.43070, -1.10352)
C (-1.35850, 2.74496, -2.00585)
C (-1.02359, 3.29327, -0.84137)
C (0.35288, 3.86873, -0.57135)
O (0.60739, 5.01553, -0.77865)
O (1.17613, 2.95844, -0.03661)
H (-2.98891, 5.52236, 0.11541)
H (-4.83649, 4.40869, -1.42313)
H (-4.60378, 1.81859, -1.23404)
H (-0.63031, 2.68568, -2.80912)

Forces on atoms 1 to 6 (eV/Å):
-0.7 -0.7 0.2
0.0 0.1 0.0
-0.2 0.0 -0.1
0.6 -0.2 0.4
-0.3 0.2 0.0
0.1 -0.1 0.0

F_max = 0.0217 hartree/bohr
Lowest unoccupied orbital energy = -3.4 eV
Energy relative to the best compared isomer or geometry (same formula, charge and spin) = 0.0 kcal per mole
Frontier orbital gap = 7.02 eV
DFT total energy = -5890.55130 Ha
Total charge = +1

The following is a DFT calculation (wB97M-V/def2-TZVPD) of a structure of composition C37H39FHfN7S.

Element x y z (Å)
Hf (-0.43781, -0.17355, -0.56556)
C (-0.80779, -3.66508, -3.60178)
C (-1.01920, -4.77448, -2.81027)
C (-0.95118, -4.62676, -1.43138)
C (-0.68648, -3.39127, -0.88511)
N (-0.51951, -2.28349, -1.65619)
C (-0.57382, -2.44831, -2.99447)
C (-0.51997, -3.20976, 0.57447)
C (-0.52916, -4.26585, 1.46726)
C (-0.37094, -4.00526, 2.81656)
C (-0.22619, -2.69568, 3.24066)
C (-0.21296, -1.68713, 2.29876)
N (-0.34496, -1.94241, 0.98174)
C (-0.12295, -0.25978, 2.67118)
C (0.16034, 0.16069, 3.95734)
C (0.13699, 1.51360, 4.25139)
C (-0.17847, 2.41132, 3.24486)
C (-0.41136, 1.92347, 1.97875)
N (-0.37410, 0.61435, 1.67797)
H (-0.82715, -3.72083, -4.68208)
H (-1.22601, -5.74427, -3.24680)
H (-1.09802, -5.48726, -0.79715)
H (-0.43309, -1.57099, -3.60050)
H (-0.64561, -5.28359, 1.12761)
H (-0.37059, -4.81701, 3.53406)
H (-0.13205, -2.47582, 4.29421)
H (0.40367, -0.55361, 4.73030)
H (0.35868, 1.85948, 5.25368)
H (-0.22815, 3.47579, 3.43068)
H (-0.62681, 2.60160, 1.16535)
C (-3.26472, -0.15161, -3.15047)
C (-2.50859, 1.06306, -3.69838)
C (-3.41849, 1.86469, -4.63233)
C (-1.20582, 0.61933, -4.34543)
C (-1.17472, 0.24686, -5.68527)
C (0.00319, -0.18305, -6.27418)
C (1.16615, -0.24640, -5.52249)
C (1.18786, 0.11076, -4.17542)
C (2.52747, -0.02433, -3.45007)
C (3.25204, 1.31488, -3.25019)
C (2.53022, -0.88707, -2.18286)
C (-0.02088, 0.53889, -3.60408)
N (-0.05091, 0.92243, -2.20666)
C (0.32312, 2.27454, -1.97298)
C (0.11047, 3.33903, -2.84397)
C (0.59123, 4.59950, -2.51285)
C (1.29505, 4.81933, -1.32892)
C (1.54334, 3.76336, -0.45939)
C (1.03597, 2.54942, -0.83274)
F (1.31298, 1.41268, -0.06088)
H (-4.20186, 0.14466, -2.66707)
H (-2.67754, -0.71887, -2.42063)
H (-3.50937, -0.84215, -3.96123)
H (-2.24442, 1.70890, -2.85951)
H (-3.89218, 1.22675, -5.38099)
H (-2.87092, 2.65027, -5.15762)
H (-4.22396, 2.33590, -4.06308)
H (-2.07771, 0.30214, -6.28149)
H (0.01739, -0.46307, -7.32064)
H (2.08583, -0.58434, -5.98868)
H (3.15118, -0.59390, -4.13970)
H (2.82708, 1.90836, -2.44162)
H (3.21455, 1.91310, -4.16177)
H (4.30186, 1.13539, -3.01250)
H (1.79727, -0.55059, -1.43526)
H (3.49991, -0.82850, -1.68819)
H (2.32312, -1.93591, -2.39741)
H (-0.40318, 3.16795, -3.78316)
H (0.43161, 5.42258, -3.19780)
H (1.67855, 5.80424, -1.09355)
H (2.13386, 3.88016, 0.44183)
C (-3.84634, 4.48633, 0.09237)
C (-2.97168, 3.47525, -0.64911)
C (-3.18319, 2.06185, -0.21342)
N (-2.30726, 1.12419, -0.26741)
N (-2.71892, -0.11617, 0.17332)
C (-3.97025, -0.11273, 0.55186)
N (-4.63655, -1.17243, 1.01339)
S (-4.68295, 1.46823, 0.41473)
H (-3.64155, 5.48893, -0.27659)
H (-3.65483, 4.47623, 1.16655)
H (-4.90982, 4.29684, -0.07380)
H (-1.90835, 3.70394, -0.53844)
H (-3.17919, 3.51763, -1.72255)
H (-4.23315, -2.09234, 0.95216)
H (-5.61815, -1.11574, 1.23259)

Forces on atoms 1 to 6 (eV/Å):
-1.0 0.5 1.2
0.0 -0.1 -0.1
0.0 -0.1 0.0
0.0 -0.2 -0.1
0.2 0.2 0.0
-0.3 0.2 0.1

F_max = 0.0314 hartree/bohr
Lowest unoccupied orbital energy = -9.2 eV
Frontier orbital gap = 6.87 eV
DFT total energy = -2361.98551 Ha
Total charge = +3

The following is a DFT calculation (wB97M-V/def2-TZVPD) of a structure of composition C37H39IN8O4RbS2Sb.

Element x y z (Å)
Rb (-0.41062, -0.15391, -0.20727)
O (0.86921, -4.79498, 1.03763)
C (0.71165, -3.56946, 0.79229)
N (0.35871, -2.93682, -0.30744)
C (0.16653, -3.61395, -1.52815)
C (0.29003, -5.00812, -1.68690)
C (0.06185, -5.63827, -2.90408)
C (-0.29051, -4.88742, -4.01367)
C (-0.39548, -3.51226, -3.89071)
C (-0.18128, -2.84658, -2.68038)
N (-0.39454, -1.46536, -2.59033)
C (0.05984, -0.67814, -3.54821)
O (0.79313, -0.90020, -4.53625)
C (-0.45544, 0.75043, -3.45312)
C (-1.38026, 1.16818, -4.41748)
C (-1.87415, 2.45256, -4.37635)
C (-1.41002, 3.31589, -3.38860)
C (-0.48329, 2.82798, -2.49160)
N (-0.01169, 1.57667, -2.50381)
C (0.90915, -2.67910, 2.02982)
C (0.69749, -3.27412, 3.28072)
C (0.88256, -2.53594, 4.42943)
C (1.31032, -1.21691, 4.31638)
C (1.51065, -0.71452, 3.04583)
N (1.30876, -1.41175, 1.92524)
H (0.57910, -5.59101, -0.82668)
H (0.17111, -6.71591, -2.98153)
H (-0.47014, -5.36437, -4.97214)
H (-0.64621, -2.90964, -4.75362)
H (-1.69907, 0.45624, -5.16689)
H (-2.62098, 2.78179, -5.08947)
H (-1.77859, 4.32916, -3.30000)
H (-0.10382, 3.46860, -1.69911)
H (0.38976, -4.30878, 3.30483)
H (0.69331, -2.96785, 5.40576)
H (1.46597, -0.59353, 5.18783)
H (1.83555, 0.31335, 2.90841)
O (-5.82959, -0.00770, -1.69953)
C (-5.42547, 1.26859, -1.75384)
C (-6.11051, 2.13675, -2.61016)
C (-5.75247, 3.46847, -2.70495)
C (-4.69838, 3.96792, -1.94812)
C (-4.01059, 3.10813, -1.10833)
C (-4.34937, 1.76447, -0.99035)
C (-3.54565, 0.91210, -0.05396)
O (-2.56979, 1.40372, 0.56912)
N (-3.94473, -0.35118, -0.00464)
N (-3.30219, -1.11801, 0.96192)
C (-3.22285, -2.34792, 0.65034)
S (-3.63452, -2.95886, -0.95661)
C (-3.33552, -4.70848, -0.57066)
C (-2.32343, -4.81282, 0.55391)
S (-2.71685, -3.56609, 1.80810)
H (-5.21654, -0.46613, -1.03969)
H (-6.92637, 1.73119, -3.19585)
H (-6.29886, 4.12086, -3.37751)
H (-4.41239, 5.01020, -2.02271)
H (-3.17581, 3.45478, -0.51498)
H (-2.92741, -5.16466, -1.47400)
H (-4.28412, -5.17956, -0.30909)
H (-1.31599, -4.63130, 0.19577)
H (-2.35648, -5.78669, 1.04107)
I (-1.63186, -0.95776, 7.20576)
C (-1.73917, -0.04403, 5.35269)
C (-2.25363, -0.57270, 4.18921)
N (-2.06921, 0.36089, 3.24680)
N (-1.46594, 1.45719, 3.71461)
C (-1.25465, 1.22308, 5.00192)
H (-2.70609, -1.52404, 3.97174)
H (-2.36109, 0.26769, 2.26424)
H (-0.76348, 1.94955, 5.62938)
C (1.81627, 4.83877, 3.82474)
C (1.03834, 3.53546, 3.68236)
Sb (0.33736, 2.95406, 1.69365)
C (-1.44320, 4.18373, 1.63625)
C (-1.55396, 5.34325, 2.61589)
C (1.66653, 4.29065, 0.56096)
C (1.26897, 5.75257, 0.38631)
H (2.17105, 4.97521, 4.85184)
H (1.19267, 5.69900, 3.57684)
H (2.69027, 4.86420, 3.17219)
H (0.13679, 3.56296, 4.29601)
H (1.63607, 2.69530, 4.04420)
H (-2.24251, 3.45905, 1.78238)
H (-1.52318, 4.53951, 0.60617)
H (-1.44758, 5.00438, 3.64795)
H (-2.53452, 5.82302, 2.53341)
H (-0.79737, 6.10945, 2.43399)
H (1.76833, 3.81276, -0.41656)
H (2.64947, 4.21019, 1.03298)
H (0.26551, 5.84249, -0.03445)
H (1.95387, 6.27443, -0.29010)
H (1.27443, 6.28691, 1.33778)

Forces on atoms 1 to 6 (eV/Å):
0.1 -0.2 0.4
0.0 0.0 0.0
0.0 0.0 0.1
0.1 0.0 -0.1
0.0 -0.1 0.1
0.0 0.0 -0.1

F_max = 0.0095 hartree/bohr
Lowest unoccupied orbital energy = 3.2 eV
Energy relative to the best compared isomer or geometry (same formula, charge and spin) = 6.5 kcal per mole
Frontier orbital gap = 4.77 eV
DFT total energy = -3530.87607 Ha
Total charge = -2